62
Properties=species:S:1:pos:R:3:forces:R:3:nbo_charge:R:1 method="wB97M-V/def2-TZVPD" homo_ha=-0.399 total_charge=+2 relative_energy_kj_mol=133.7 lumo_ha=-0.1847 homo_lumo_gap_ev=5.8 e_tot_ha=-1524.6658
H 4.168871 11.081102 13.212743 -0.598 0.226 -0.107 0.226
H 3.170859 11.462979 14.703743 0.059 -0.042 -0.027 0.258
N 2.962340 15.830127 16.214342 -0.635 -1.130 -0.014 -0.579
O 3.759141 9.932230 16.794510 -0.368 0.864 -1.031 -0.437
H 8.871344 17.248589 7.444430 0.189 -0.234 -0.148 0.262
H 9.849442 15.392138 11.615335 0.447 0.148 0.455 0.249
H 9.357697 9.840515 14.991419 0.233 0.171 0.494 0.225
C 3.786408 10.747086 14.175001 1.192 -1.025 -0.178 -0.408
N 9.985248 15.714043 9.552677 0.123 1.162 0.848 -0.592
C 8.180712 18.090520 14.352739 0.661 3.088 1.481 0.940
H 10.090888 18.498041 7.448442 0.109 0.219 0.431 0.292
C 10.353415 11.890781 16.558635 1.716 -0.086 -0.007 0.725
H 10.941666 12.351041 14.671892 -0.182 0.172 -0.330 0.433
H 8.995121 15.937456 9.633768 -0.198 -0.566 -0.279 0.433
C 4.844157 10.169350 16.375503 0.191 -2.515 1.652 0.707
C 10.537386 15.944165 10.981463 0.076 0.182 -1.172 -0.402
O 6.631272 14.699294 15.317100 0.907 -0.213 -0.001 -0.764
C 7.481732 13.791824 14.817800 0.820 -0.015 -0.161 0.983
C 6.054036 9.937872 17.221868 0.866 0.049 -0.364 -0.736
H 5.630581 9.833249 14.364623 0.198 -0.383 0.574 0.446
H 0.404386 15.245171 17.028670 0.316 0.261 -0.056 0.258
H 9.676958 10.496433 13.451146 0.553 0.300 -0.174 0.241
N 10.129551 11.865929 15.049220 -0.598 -0.843 0.131 -0.613
H 5.613267 11.336669 15.001084 0.998 0.918 -0.488 0.494
C 4.178316 15.761875 15.287871 -0.674 0.290 1.105 -0.425
H 11.844082 11.657427 18.009865 -0.445 -0.543 0.106 0.283
H 4.842681 15.013756 15.708859 -0.136 0.244 -0.221 0.279
O 11.755536 16.715276 8.406243 0.138 -0.464 0.107 -0.425
H 3.805190 15.471217 14.312114 0.080 0.053 -0.015 0.223
O 2.744584 13.524170 15.823982 0.721 0.277 0.164 -0.477
H 2.215746 16.383441 15.788542 0.081 0.301 0.144 0.442
C 10.078314 10.458119 14.460225 -0.128 0.719 0.502 -0.412
H 4.623707 16.752842 15.306096 0.265 -0.020 -0.212 0.277
H 5.773877 9.377248 18.108701 -0.265 0.325 0.079 0.276
O 9.532948 12.268950 17.307964 -0.774 -0.069 -0.350 -0.416
H 8.895718 16.496712 13.955784 0.712 -0.261 -0.315 0.478
C 1.060048 14.391368 17.229075 -0.348 1.302 0.742 -0.752
H 0.410886 13.541390 17.042084 0.682 -0.445 -0.054 0.287
C 11.769520 11.512735 16.928704 0.386 0.515 1.489 -0.794
H 6.583877 10.858397 17.474424 -0.091 0.058 -0.010 0.280
H 6.772410 9.297543 16.701090 0.002 0.148 -0.237 0.233
H 10.160983 14.759028 9.251925 -0.127 -0.048 -0.170 0.446
H 3.356110 9.751963 14.094057 -0.626 0.335 -0.171 0.234
H 12.542661 12.248758 16.686042 -0.310 0.028 -1.044 0.277
H 9.266921 12.390952 14.811266 -0.295 0.534 -0.097 0.508
N 5.070800 10.469272 14.928313 -1.033 1.636 0.289 -0.606
H 3.114798 16.188152 17.159500 0.483 0.493 -0.210 0.447
C 10.594663 16.752027 8.589567 0.184 0.716 -0.413 0.718
H 10.531913 17.021202 11.137862 -0.427 -0.066 0.368 0.260
H 11.094936 10.093540 14.557848 -0.167 -0.483 -0.391 0.231
O 8.311919 19.317347 14.403073 -0.145 -0.945 -0.811 -0.713
H 7.109263 15.570076 15.277370 -0.335 0.802 -0.288 0.549
O 7.292533 17.415232 14.941623 -0.475 -1.802 -0.334 -0.880
O 7.161872 12.574389 14.954483 -0.478 -0.773 -0.109 -0.891
H 11.584045 15.653557 10.958146 -0.160 -0.416 0.253 0.240
H 12.124219 10.509059 16.705583 -0.251 0.015 -0.334 0.259
C 2.319348 14.444527 16.437951 -1.129 -0.893 -1.361 0.727
C 9.612945 17.753522 8.075377 -0.810 -0.948 -0.107 -0.747
H 8.976419 18.108719 8.889572 0.390 0.576 0.083 0.261
H 1.319834 14.483922 18.287862 -0.174 -0.227 0.081 0.273
O 8.554654 14.188884 14.287491 -0.361 -0.511 0.256 -0.816
O 9.226655 17.387801 13.737263 -1.034 -1.163 -0.044 -0.776

34
Properties=species:S:1:pos:R:3:forces:R:3:nbo_charge:R:1 method="wB97M-V/def2-TZVPD" homo_ha=-0.183 total_charge=-1 relative_energy_kj_mol=0.0 lumo_ha=0.0738 homo_lumo_gap_ev=7.0 e_tot_ha=-1354.8711
O 0.128132 -1.484585 1.844449 -0.424 -0.240 0.922 -0.529
C -0.787083 0.110385 0.229984 -0.880 -2.131 -0.479 -0.569
C 0.672527 -0.050651 -3.276383 1.771 1.611 0.472 -0.078
O -1.973451 1.812929 1.285713 0.414 -0.784 0.463 -0.550
C 0.227126 -1.072556 4.245749 -0.009 0.271 -0.523 -0.634
C -1.289858 0.821604 1.413380 -0.540 2.555 0.204 0.809
O -2.005164 -0.578931 -3.945875 0.742 0.383 1.770 -0.446
O -2.586620 0.050689 -1.918294 0.211 -0.488 -0.887 -0.487
N 2.835920 2.596367 -1.585422 -2.774 -1.336 0.607 -0.296
H 1.161959 -0.515644 4.138175 -0.184 -0.070 -0.035 0.236
H -2.434851 -1.389912 4.089437 0.102 0.161 -0.272 0.224
N 2.216040 3.174464 -0.501006 -0.856 -0.682 0.173 -0.076
C -0.309636 0.860450 -1.068771 -1.810 0.890 0.486 -0.034
O 2.868281 -0.245253 -4.979392 1.100 1.446 1.870 -0.448
C -0.393948 0.125936 -2.400753 -0.319 0.338 0.200 -0.001
O 4.189687 0.958717 -3.608350 -2.405 -1.163 -1.029 -0.390
C 1.916500 0.646309 -3.077539 -0.402 -0.487 0.041 -0.130
C -0.636749 -0.969348 2.976824 0.470 0.695 -1.050 0.547
N 1.055992 2.631862 -0.157260 2.797 -0.368 -2.612 -0.088
H -1.658288 -2.806112 3.424280 0.069 0.113 -0.232 0.225
N -1.703668 -0.179624 -2.791263 -0.699 -0.105 -0.819 0.481
C -0.110846 -1.109834 0.551978 2.041 -2.644 -1.336 0.800
O 0.323662 -1.811491 -0.350456 -0.309 0.403 1.659 -0.572
H -1.736794 -0.226041 -0.337817 0.729 0.059 1.039 0.360
H 0.575606 -0.633134 -4.178757 -0.204 -0.078 -0.001 0.270
C -1.910806 -1.764935 3.202915 -0.046 -0.125 0.138 -0.659
N 0.892382 1.624730 -1.090581 1.587 0.727 0.380 -0.223
N 3.088553 0.454935 -3.944351 -0.579 -0.469 -0.142 0.511
H 0.453757 -2.130155 4.433011 -0.035 0.278 -0.164 0.224
H -2.583024 -1.735397 2.353538 -0.093 0.047 -0.215 0.225
H -0.333503 -0.689502 5.108733 0.115 -0.003 -0.330 0.222
H -1.189605 1.499539 -0.788256 0.819 1.091 -2.298 0.271
C 1.972726 1.595056 -1.978657 -0.323 1.065 1.750 0.328
O -0.934957 0.429133 2.681014 -0.075 -0.959 0.248 -0.525

94
Properties=species:S:1:pos:R:3:forces:R:3:lowdin_spin:R:1 method="wB97M-V/def2-TZVPD" homo_ha="-0.469 / -0.485" total_charge=+2 s_squared=2.013 relative_energy_kj_mol=0.0 spin_multiplicity=3 lumo_ha="-0.2219 / -0.2193" homo_lumo_gap_ev="6.7 / 7.2" e_tot_ha=-3045.6004
H -0.450688 -2.920202 -0.345293 0.002 0.041 -0.006 0.000
Te -0.029791 4.263677 0.390227 0.274 0.035 0.262 0.003
O 0.592453 1.648236 -2.591990 -0.054 -0.082 -0.004 0.016
H -2.470449 2.977169 2.983655 0.012 0.012 -0.005 0.000
C 4.498641 -1.256865 -0.783313 -0.016 -0.005 0.042 0.003
H 1.042245 -2.974115 -4.466915 -0.008 0.000 -0.015 0.000
H -3.290428 0.676008 2.389877 0.025 -0.013 -0.002 0.000
C 0.733711 -4.097478 -1.665765 -0.003 -0.008 -0.014 -0.001
H -3.759392 0.408128 4.063556 -0.003 0.007 -0.002 0.000
C -2.940079 0.298421 3.353257 -0.011 0.013 0.007 0.000
C 0.588610 -2.058069 -4.840839 0.035 0.030 0.008 -0.001
C -0.075765 -1.646070 3.870209 -0.039 0.003 0.011 0.001
C 0.143027 -0.866366 2.725828 0.069 0.107 -0.097 0.013
H -2.780811 2.630911 0.128297 -0.003 -0.007 -0.005 0.000
C 1.137762 -3.450594 2.899912 -0.005 -0.009 0.025 0.000
H 3.643710 -0.723656 1.114473 0.008 0.011 0.001 0.000
O -0.566091 1.406077 1.370631 -0.188 0.035 -0.041 0.035
H 1.317689 0.463333 5.303668 -0.005 0.002 0.010 0.000
H -1.875424 3.861985 -2.443844 0.024 0.015 -0.003 0.000
H 0.058447 -2.306044 -5.761019 -0.006 0.006 -0.003 0.000
W -0.127013 0.736454 -0.482325 0.257 -0.397 -0.341 1.625
F -1.038453 4.803107 1.863581 0.071 0.162 -0.096 0.000
C -1.497689 2.863689 -2.661103 0.012 -0.168 -0.174 0.005
H -3.662173 2.617284 -1.416758 0.010 0.006 0.000 0.000
H -2.052771 2.424129 -3.489304 -0.023 -0.007 0.033 0.000
F 1.471367 1.814682 -0.278899 -0.254 0.085 -0.035 0.062
C 2.947848 -1.614820 -2.585154 0.047 -0.009 -0.039 0.000
C 2.006813 1.752293 -2.905822 0.062 -0.030 0.007 0.003
C -3.336837 0.658608 -0.585970 0.099 0.099 0.006 0.003
H -1.497312 -0.357308 -5.357667 0.002 -0.001 -0.002 0.000
H 2.497926 0.855288 -2.554331 0.000 0.024 0.002 0.000
H 2.054873 2.049499 5.466752 0.005 -0.001 -0.004 0.000
H 3.208394 2.082660 3.222479 0.005 -0.013 0.013 0.000
C -2.087960 2.602613 3.933545 0.028 0.011 -0.027 0.000
H 1.916749 -3.140688 0.942407 0.002 0.004 0.003 0.001
H -1.451846 0.764602 4.830660 0.013 -0.026 -0.011 0.000
H -4.169727 0.595993 0.115896 -0.011 -0.001 -0.006 0.000
F 1.366417 4.248153 1.675395 -0.027 -0.041 0.035 0.001
F -1.417444 5.174546 -0.574436 -0.070 -0.014 -0.059 0.001
N 1.040414 -0.679706 0.452743 0.095 0.029 -0.102 0.072
H -1.238179 3.221238 4.219425 -0.007 0.007 0.021 0.000
H 0.427593 -5.036608 -1.201787 -0.006 -0.003 -0.003 0.000
H -1.523987 -4.093862 -2.940482 -0.004 0.005 -0.003 0.000
H -2.086944 -4.350661 -1.300652 0.001 -0.008 -0.006 0.000
H 1.535886 -4.455245 2.958054 0.002 -0.002 -0.004 0.000
H 0.232695 -3.520442 4.854907 0.000 -0.002 0.000 0.001
C -0.013925 2.905925 -2.933063 -0.004 0.051 0.048 0.000
O -2.199818 -0.028407 -0.023524 -0.071 -0.155 -0.187 0.020
H 2.432379 2.622019 -2.408310 -0.010 0.002 -0.005 0.000
H 1.378504 -1.354719 -5.105813 0.007 -0.008 0.008 0.000
H 5.069668 -1.807290 -2.778046 -0.004 0.002 -0.010 0.001
F 1.055947 5.543074 -0.402125 -0.147 0.144 0.030 0.001
H 0.311633 1.895706 5.607563 -0.001 0.007 0.005 0.000
H 0.907388 2.819300 3.370053 -0.021 -0.003 0.002 0.000
C 1.185134 1.523059 5.074589 -0.003 -0.034 0.013 0.000
C -1.742996 1.113057 3.835703 0.038 0.009 -0.012 -0.001
H -1.717402 -1.735988 1.006794 0.014 -0.007 -0.020 0.001
H 2.736646 0.381354 3.171710 -0.002 -0.005 -0.014 0.000
H -3.612114 0.170617 -1.524683 -0.009 0.013 -0.007 0.000
C 0.862575 -1.397069 1.630503 -0.138 0.016 0.220 0.004
C 2.141890 -1.012491 -0.382222 0.002 -0.059 -0.238 0.017
C -2.552080 -1.354622 0.425676 -0.022 0.028 0.078 0.006
O -1.669341 2.017507 -1.505543 0.160 0.337 0.407 0.049
H -0.628880 -1.233237 4.704410 0.008 0.000 0.007 0.000
P -0.266628 0.864996 2.813182 0.086 -0.097 0.315 0.010
C -0.969733 -0.131651 -4.430003 -0.024 -0.020 0.016 0.000
C 1.886046 -1.321160 -1.731282 -0.096 0.068 0.180 0.015
H -0.187305 0.588299 -4.660782 0.012 0.008 0.009 0.000
C 3.453643 -0.974551 0.079008 0.002 -0.030 0.061 0.009
H -1.683227 0.323224 -3.741532 0.003 0.011 -0.013 0.000
C 0.408534 -2.932422 3.965696 -0.002 -0.021 0.006 0.013
C -2.924953 2.092637 -0.810500 -0.150 -0.235 -0.067 0.003
C -0.404632 -1.429747 -3.861118 0.027 -0.006 0.017 -0.002
H 1.694552 -3.811348 -1.245176 0.000 -0.007 0.011 0.000
H -2.761647 -1.989922 -0.429274 -0.008 0.011 0.030 0.000
H 0.168940 3.111022 -3.989757 -0.026 0.018 -0.003 0.000
H -2.866184 2.738709 4.683782 -0.011 0.003 -0.011 0.000
H -1.250788 -2.115151 -3.788350 -0.013 -0.004 0.031 0.000
H 0.871661 -4.293957 -2.729577 0.011 0.003 0.005 0.000
H -2.713571 -0.763677 3.262891 -0.009 0.006 0.014 0.000
H 0.478181 3.698023 -2.359966 0.021 -0.018 -0.012 0.000
C 2.436330 1.391702 2.884790 0.008 0.007 -0.004 0.001
C 4.248525 -1.579847 -2.112364 -0.006 -0.008 -0.038 0.010
H 2.382629 1.458290 1.799418 -0.002 0.013 -0.013 0.000
C -0.365175 -3.057038 -1.425467 0.012 0.039 0.044 -0.003
H -2.460678 -2.845659 -2.138968 0.005 -0.004 -0.004 0.000
H 2.107245 1.846355 -3.987600 -0.016 -0.016 0.000 0.000
H 2.772355 -1.874462 -3.616573 0.008 0.000 0.005 0.000
C 1.115895 1.763621 3.564039 -0.048 0.018 -0.137 0.002
H -3.433864 -1.285723 1.060397 0.016 0.006 -0.004 0.000
C 1.353787 -2.706990 1.757725 0.015 0.021 -0.052 0.011
C -1.686921 -3.599206 -1.982220 -0.029 0.005 -0.022 0.000
H 5.517185 -1.221234 -0.420616 -0.001 0.001 0.009 0.000
P 0.098582 -1.360951 -2.069212 0.000 -0.014 -0.078 -0.013

22
Properties=species:S:1:pos:R:3:forces:R:3:nbo_charge:R:1 method="wB97M-V/def2-TZVPD" homo_ha=-0.358 relative_energy_kj_mol=432.9 lumo_ha=-0.0194 homo_lumo_gap_ev=9.2 e_tot_ha=-719.9495
C -1.564746 1.303768 0.242644 1.751 0.785 -0.912 -0.261
N -3.828408 2.330677 -0.351671 0.755 -0.321 -0.500 -0.267
C 0.495421 -2.878293 -0.477348 2.497 -1.115 -1.735 -0.290
H -0.776190 3.134538 1.108602 -0.233 -1.684 -0.953 0.233
O 1.015467 -1.495574 -0.672490 -0.032 -2.626 -1.910 -0.509
C 1.004204 -0.789914 0.387416 -0.741 -0.558 3.519 0.753
N -1.919824 -0.940268 -0.773874 1.218 2.094 0.841 0.257
H 1.512288 2.613060 0.689071 -0.518 -0.257 0.356 0.247
C -1.408989 -0.005751 -0.298580 -0.512 -0.665 0.101 0.126
H 1.039840 1.528453 2.027216 0.023 0.125 0.703 0.255
H 1.300127 -3.602133 -0.938390 -1.535 1.582 0.742 0.198
O -2.233565 -1.924012 -1.318286 -1.125 -2.002 -1.085 -0.366
C 0.885136 1.750860 0.988092 0.096 -1.317 -1.448 -0.464
O 1.760333 0.948117 -1.158885 -1.720 -1.382 -0.746 -0.704
H 1.257949 0.266233 -1.676424 0.791 1.044 0.092 0.485
H 2.617660 0.528787 0.570133 -1.657 -0.262 0.112 0.219
H -0.395341 -2.888713 -1.081288 -0.199 -0.462 0.243 0.222
C -0.565964 2.069654 0.735640 -0.035 1.491 1.050 -0.004
H 0.401362 -3.139290 0.570590 -0.312 0.341 -0.147 0.238
C -2.775933 1.867063 -0.232088 -1.977 1.213 1.379 0.260
O 0.654498 -1.240185 1.474082 0.441 1.273 -0.411 -0.624
C 1.524677 0.562919 0.185840 3.024 2.704 0.710 -0.005